Entry one
C7H8O3 in the gas phase. Source: OMol25; level of theory: ωB97M-V with the def2-TZVPD basis set.

Properties
gap between HOMO and LUMO	0.2927	Ha
E_HOMO	-7.66	eV
LUMO	0.304	eV
2S+1	1
SMILES string	CC1=C(O[C@H](C)C=C=O)O1

Geometry (Å):
C -0.13470 1.64876 0.58994
C 0.81262 -1.13754 0.34672
C -0.78161 0.86098 1.35843
C -1.33084 -0.44360 1.01867
C 1.47946 -0.59799 -0.61200
C -2.16690 -0.48353 -0.29331
C 2.27089 0.30198 -1.44463
O 0.44369 2.48306 0.01712
O 2.12423 -1.44342 0.66116
O -0.27616 -1.41884 1.00107
H -0.72824 1.10400 2.44484
H -1.93565 -1.01809 1.74744
H -1.93271 0.40370 -0.98445
H -3.29284 -0.21844 -0.08409
H -1.96196 -1.45035 -0.83809
H 1.85517 0.35318 -2.37101
H 3.26253 -0.22803 -1.58909
H 2.29302 1.28418 -0.96872

***

Entry two
C7H8O3 in the gas phase. Source: OMol25; level of theory: ωB97M-V with the def2-TZVPD basis set.

Properties
gap between HOMO and LUMO	0.3089	Ha
E_HOMO	-7.79	eV
LUMO	0.619	eV
2S+1	1
SMILES string	COc1cc(O)ccc1O

Geometry (Å):
C -0.70066 2.01099 1.89486
C -0.47174 0.06698 0.25607
C 0.68158 0.44078 -0.42504
C 1.35757 -0.36938 -1.31917
C 0.89814 -1.66175 -1.52561
C -0.31517 -1.91850 -0.94148
C -1.08046 -1.17355 0.00908
H -1.12998 3.04144 1.91746
H -0.89286 1.62469 2.89064
H 0.35118 2.06601 1.83506
H 1.09423 1.39781 -0.36924
H 2.96916 0.76824 -1.39592
H 1.45105 -2.23820 -2.31917
H -0.78464 -2.88193 -1.09154
H -2.38972 -0.71415 1.13017
O -1.25078 0.95249 0.91470
O 2.50304 0.03622 -1.94043
O -2.28994 -1.44819 0.47957

***

Entry three
C7H8O3 in the gas phase. Source: OMol25; level of theory: ωB97M-V with the def2-TZVPD basis set.

Properties
gap between HOMO and LUMO	0.3142	Ha
E_HOMO	-8.26	eV
LUMO	0.287	eV
2S+1	1

Geometry (Å):
C 0.11788 1.60307 0.57302
C 1.08498 0.64346 0.68566
C -1.73132 -0.26659 0.64291
C -1.13707 1.01574 0.00817
C 2.27616 -0.00914 -0.09366
C 0.90327 -0.71589 0.21612
C -0.98717 -0.32767 -0.59599
O 2.64955 0.48550 -1.33649
O 0.83090 -2.07230 0.75843
O -1.41422 -0.79732 -1.84141
H 0.10488 2.69727 0.68969
H -1.23401 -0.75816 1.45751
H -2.76685 -0.24987 0.76723
H -2.00265 1.74527 -0.36850
H 3.11308 -0.41251 0.42202
H 2.09022 1.22256 -1.52990
H 0.03229 -2.32909 1.13918
H -1.92991 -1.47432 -1.59399

***

Stability, descending: entry two, entry one, entry three